Molecular formula: C21H29N3O5
Method: DFT, wB97M-V/def2-TZVPD

CARTESIAN COORDINATES (ANGSTROEM)
C (-3.2643, 2.4756, -1.2521)
C (-1.9424, 2.5645, -0.5022)
O (-2.0225, 1.9300, 0.7710)
C (-1.7952, 0.6033, 0.7896)
O (-1.4621, -0.0428, -0.1827)
N (-2.0307, 0.0625, 2.0055)
C (-2.1403, 0.8543, 3.2079)
C (-0.7712, 0.9328, 3.8997)
C (0.0187, -0.3716, 3.7027)
N (0.9121, -0.3753, 2.5524)
C (1.4505, 0.6255, 1.8460)
O (1.2743, 1.8185, 1.9950)
C (2.4147, 0.0867, 0.7700)
N (1.7489, -0.6037, -0.3191)
C (1.5061, -1.9252, -0.2004)
O (1.6840, -2.5237, 0.8550)
C (0.9956, -2.6463, -1.4351)
C (-0.5209, -2.8754, -1.3010)
C (-1.0598, -3.6888, -2.4699)
O (1.3234, -2.0023, -2.6521)
C (1.1830, -0.6449, -2.6508)
C (0.8968, 0.0128, -3.8367)
C (0.8083, 1.3923, -3.8593)
C (0.9849, 2.1374, -2.7005)
C (0.8724, 3.6324, -2.7339)
C (1.2759, 1.4761, -1.5138)
C (1.3945, 0.0949, -1.4856)
C (-0.9539, -1.5423, 3.5224)
C (-1.7570, -1.3440, 2.2316)
H (-4.0682, 2.9046, -0.6584)
H (-3.4973, 1.4349, -1.4638)
H (-3.1871, 3.0161, -2.1912)
H (-1.1478, 2.0926, -1.0871)
H (-1.6811, 3.6019, -0.2834)
H (-2.8785, 0.3720, 3.8563)
H (-2.4990, 1.8489, 2.9503)
H (-0.1951, 1.7577, 3.4853)
H (-0.9132, 1.1120, 4.9656)
H (0.6386, -0.5483, 4.5948)
H (1.1840, -1.3105, 2.2523)
H (2.9906, 0.9180, 0.3608)
H (3.0947, -0.6297, 1.2430)
H (1.5015, -3.6191, -1.4812)
H (-0.6964, -3.4042, -0.3622)
H (-1.0187, -1.9054, -1.2551)
H (-0.8343, -3.1895, -3.4087)
H (-0.6089, -4.6790, -2.4894)
H (-2.1378, -3.7977, -2.3839)
H (0.7562, -0.5719, -4.7317)
H (0.5881, 1.8965, -4.7885)
H (1.6661, 4.0555, -3.3489)
H (-0.0800, 3.9344, -3.1667)
H (0.9499, 4.0500, -1.7339)
H (1.3969, 2.0464, -0.6057)
H (-1.6146, -1.5878, 4.3886)
H (-0.4073, -2.4841, 3.4640)
H (-2.7052, -1.8930, 2.2876)
H (-1.2009, -1.7122, 1.3675)

Kohn-Sham gap, eV: 8.9
E_HOMO, eV: -8.09
SMILES: CCOC(=O)N1CCC(NC(=O)CN2C(=O)[C@@H](CC)Oc3ccc(C)cc32)CC1